Entry 1:
Below is the molecule C15H17NO5, with properties calculated with the ωB97M-V functional and the def2-TZVPD basis.

Values from the calculation:
Net charge: 0
SMILES: CC1(C)OC(=O)C(=CNCCc2ccc(O)cc2)C(=O)O1
Frontier orbital gap (eV): 9.26
ΔE to the lowest compared entry with this formula, charge and spin (kJ/mol): 57.3

Structure (XYZ):
```
38
Properties=species:S:1:pos:R:3:nbo_charge:R:1
C -5.12685 -1.96526 -0.89827 -0.6220
H -5.08606 -2.96529 -0.47924 0.2221
H -4.79204 -1.99518 -1.93104 0.2291
H -6.14189 -1.58404 -0.86280 0.2233
C -4.21038 -1.04250 -0.10074 0.5297
C -4.63336 -0.95153 1.37061 -0.6577
H -3.96398 -0.28449 1.91152 0.2202
H -5.64512 -0.56170 1.43162 0.2255
H -4.59177 -1.93876 1.82170 0.2237
O -4.29162 0.23467 -0.69794 -0.5168
C -3.32011 1.15122 -0.43798 0.7948
O -3.52002 2.31148 -0.69719 -0.5954
C -2.06728 0.62112 0.08384 -0.4994
C -1.04823 1.50244 0.38705 0.2180
N 0.14754 1.13030 0.78588 -0.5400
C 1.25474 2.01403 1.03258 -0.2128
H 0.85643 3.02417 1.15978 0.2092
H 1.75089 1.71455 1.96033 0.2114
C 2.27075 2.01371 -0.11965 -0.4253
C 3.29285 0.90424 -0.09376 -0.0544
C 3.07164 -0.32914 0.50117 -0.1989
C 4.03817 -1.31937 0.46743 -0.2722
C 5.25157 -1.09760 -0.16837 0.2989
C 5.48656 0.13687 -0.76636 -0.2601
C 4.51695 1.11612 -0.72363 -0.1739
H 4.71234 2.06909 -1.19386 0.2091
H 6.43153 0.30597 -1.25705 0.2252
O 6.22612 -2.04341 -0.22803 -0.6623
H 5.92646 -2.85000 0.20853 0.4803
H 3.84106 -2.27490 0.93510 0.2084
H 2.14315 -0.55212 1.00181 0.2021
H 1.71890 1.96755 -1.06401 0.2221
H 2.80276 2.96717 -0.10526 0.2190
H 0.30040 0.11815 0.76650 0.4445
H -1.26246 2.56331 0.31067 0.2276
C -1.84915 -0.81018 0.10980 0.7866
O -0.77418 -1.33620 0.33847 -0.6327
O -2.90736 -1.59817 -0.17724 -0.5071
```

=====

Entry 2:
Below is a cluster of 2 separate species, C15H18 in total at a distorted geometry, with properties calculated with the ωB97M-V functional and the def2-TZVPD basis.

Values from the calculation:
Net charge: 0
SMILES: CCc1ccccc1.Cc1ccccc1
Frontier orbital gap (eV): 9.70
ΔE to the lowest compared entry with this formula, charge and spin (kJ/mol): 190.7

Structure (XYZ):
```
33
Properties=species:S:1:pos:R:3:nbo_charge:R:1
C 1.52058 0.26863 -2.26692 -0.4226
C 3.01819 0.63313 -2.19409 -0.6208
C 0.55024 1.46747 -1.87624 0.0190
C 0.41775 2.50215 -2.76548 -0.2580
C -0.20634 1.21866 -0.73074 -0.2395
C -0.61032 3.40689 -2.42847 -0.1900
C -1.23561 2.11680 -0.45255 -0.1914
C -1.43212 3.21476 -1.32038 -0.2385
H 1.24553 -0.06458 -3.31720 0.1979
H 1.06455 -0.54551 -1.71831 0.2114
H 3.53956 0.27561 -1.30216 0.2155
H 0.87259 2.30751 -3.74642 0.2236
H -0.00191 0.39218 -0.03390 0.2308
H -0.83690 4.36379 -2.90005 0.2085
H -1.76161 1.95493 0.47470 0.2124
H -2.21108 3.97233 -1.27253 0.2143
H 3.01459 1.67996 -2.43036 0.2173
H 3.47664 0.17424 -3.07830 0.2074
C -2.62590 -1.95508 3.18248 -0.6530
C 0.86967 -1.01440 2.40245 -0.2119
C -0.18667 -1.42437 3.15510 -0.1979
C 1.02031 -1.65032 1.14835 -0.2296
C -1.25282 -2.21505 2.68053 -0.0322
C 0.10017 -2.56961 0.69463 -0.2201
C -1.09737 -2.81783 1.43156 -0.1951
H 1.72986 -0.47831 2.75583 0.2191
H -0.31294 -1.15629 4.20778 0.2058
H 1.96445 -1.56175 0.61866 0.2134
H 0.29338 -3.04529 -0.28272 0.2153
H -3.47498 -2.00145 2.45450 0.2305
H -2.82056 -1.08013 3.79359 0.2284
H -1.66508 -3.68272 1.16857 0.2117
H -2.96584 -2.68636 3.94811 0.2183
```

=====

Entry 3:
Below is a structure of composition C15H18AsF6I2N3O6S5Zn at a distorted geometry, with properties calculated with the ωB97M-V functional and the def2-TZVPD basis.

Values from the calculation:
Net charge: 0
Frontier orbital gap (eV): 7.31
ΔE to the lowest compared entry with this formula, charge and spin (kJ/mol): 267.5

Structure (XYZ):
```
57
Properties=species:S:1:pos:R:3:nbo_charge:R:1
Zn 0.99980 -0.85452 -0.22913 1.5950
O -0.14792 1.32008 3.47437 -0.6765
C -0.57072 2.43095 2.84029 0.3460
C -1.10613 3.45980 3.61643 -0.2840
C -1.58151 4.60862 3.02155 -0.1563
C -1.52257 4.76104 1.63809 -0.2700
C -0.99116 3.75403 0.86296 -0.1505
C -0.50705 2.57600 1.44604 -0.1805
C 0.06273 1.51943 0.58831 0.5670
O 0.45194 0.38707 1.12487 -0.9387
N 0.10803 1.76850 -0.69278 -0.4567
N 0.53593 0.70451 -1.47265 -0.5467
C 0.55927 0.94897 -2.73366 -0.0701
S 0.79308 -0.32010 -3.87992 0.3563
C 0.72863 0.73926 -5.36927 -0.5275
C 0.99855 2.18112 -4.98962 -0.5371
S 0.24870 2.54247 -3.36372 0.3196
H 0.20213 0.70023 2.80601 0.5146
H -1.12739 3.32712 4.68946 0.2255
H -1.98872 5.40027 3.63647 0.2121
H -1.89126 5.66537 1.17415 0.2134
H -0.92319 3.85392 -0.20983 0.2342
H -0.26135 0.61325 -5.80314 0.2218
H 1.49702 0.36044 -6.04224 0.2465
H 0.54347 2.86886 -5.70028 0.2378
H 2.06678 2.37643 -4.91353 0.2335
F 2.26894 -0.38921 3.50676 -0.2963
C 3.44104 -0.85416 3.10565 0.7818
F 4.30961 0.16535 3.14595 -0.3064
F 3.89610 -1.78437 3.91412 -0.2804
S 3.45323 -1.33272 1.29341 2.1893
O 3.26069 0.00566 0.71369 -0.9257
O 4.71957 -1.95389 1.12345 -0.8678
N 2.20758 -2.23410 0.85370 -1.3432
S 1.20423 -2.94740 1.88823 2.2549
O -0.12166 -2.45359 1.71166 -0.9301
O 1.76419 -3.01892 3.19328 -0.9118
C 1.17683 -4.70584 1.23553 0.7420
F 1.83841 -5.49498 2.07122 -0.2966
F -0.08016 -5.12574 1.15565 -0.3019
F 1.74063 -4.78999 0.03697 -0.2982
I 3.68934 -0.67162 -1.27637 0.2397
I 4.34711 -0.73793 -4.02275 -0.3002
C -3.59085 -2.71644 -1.48123 -0.9570
As -2.23890 -1.55997 -0.69870 1.4421
C -2.68697 0.16701 -1.47724 -0.9658
C -2.79257 -1.39191 1.15004 -0.9476
S -0.41575 -2.43241 -1.35160 -0.7156
H -4.58071 -2.29237 -1.31129 0.2349
H -3.53300 -3.70904 -1.03658 0.2505
H -3.40855 -2.80685 -2.55114 0.2510
H -3.74454 0.34781 -1.28173 0.2390
H -2.50808 0.13402 -2.55149 0.2508
H -2.09821 0.97133 -1.04026 0.2690
H -3.81568 -1.01635 1.14486 0.2399
H -2.13971 -0.70224 1.68024 0.2700
H -2.73922 -2.36229 1.63682 0.2610
```

=====

Entry 4:
Below is a structure of composition C15H18BrFNO2PS2Tc at a distorted geometry, with properties calculated with the ωB97M-V functional and the def2-TZVPD basis.

Values from the calculation:
2S+1: 3
Net charge: +1
Frontier orbital gap (spin up / spin down) (eV): 7.47 / 7.57
ΔE to the lowest compared entry with this formula, charge and spin (kJ/mol): 0.0

Structure (XYZ):
```
42
Properties=species:S:1:pos:R:3:lowdin_spin:R:1
Tc -1.29371 0.20669 -0.33053 1.7688
C 2.55859 -2.03583 -4.41610 0.0000
C 2.40912 -2.80128 -3.12263 -0.0003
O 1.08121 -2.54774 -2.57058 -0.0004
P 0.75314 -1.85724 -1.21698 0.0083
S -1.15905 -2.15525 -0.66759 0.0270
S 0.86928 0.21156 -1.26421 0.0462
O 1.82957 -2.44578 -0.22972 0.0035
C 1.73607 -2.35992 1.21962 0.0006
C 1.75258 -3.75787 1.79454 0.0003
H 3.55344 -2.21182 -4.82546 0.0000
H 2.43789 -0.96543 -4.24986 0.0001
H 1.81956 -2.36828 -5.14321 0.0000
H 3.16666 -2.52311 -2.39146 -0.0001
H 2.45669 -3.87523 -3.28542 0.0000
H 0.82518 -1.82791 1.49676 -0.0002
H 2.59433 -1.77903 1.55352 0.0001
H 0.92625 -4.34339 1.39189 0.0003
H 1.65283 -3.70439 2.87834 0.0000
H 2.68700 -4.26065 1.54862 0.0000
Br -3.14631 6.34390 -2.25081 0.0011
C -2.59806 4.65885 -1.64011 0.0024
C -2.99852 3.50673 -2.30521 0.0002
C -2.55615 2.29298 -1.83141 0.0161
N -1.75768 2.15972 -0.75433 0.0221
C -1.38573 3.28185 -0.11771 0.0060
C -1.78326 4.53770 -0.52288 0.0019
H -3.63764 3.55033 -3.17475 -0.0001
H -2.84512 1.37889 -2.34455 0.0055
H -0.74870 3.15325 0.74630 0.0002
H -1.45912 5.40925 0.02700 0.0002
F -0.42811 0.75049 5.70522 0.0141
C -0.57817 0.69523 4.38070 0.0400
C 0.52204 0.91605 3.56942 -0.0077
C 0.36409 0.84290 2.19549 0.0358
C -0.88444 0.56171 1.63554 -0.0232
C -1.97534 0.36027 2.48668 0.0396
C -1.83293 0.42376 3.86183 -0.0079
H 1.48396 1.13786 4.01198 -0.0013
H 1.21976 1.01561 1.55510 0.0010
H -2.95970 0.15406 2.06966 0.0012
H -2.67147 0.27053 4.52732 -0.0013
```

=====

Q: Which value of ΔE to the lowest compared entry with this formula, charge and spin does entry 3 give?
A: 267.5 kJ/mol